1.
Computed, not measured: 2 unconnected molecules or ions with the total composition C4H8N2 in a non-equilibrium geometry, with ωB97M-V/def2-TZVPD.

Positions of all 14 atoms, in Å:
C: -0.55749 -1.33280 -1.50779
C: -0.59883 -0.41369 -0.32549
N: 0.44684 -0.12446 0.33013
C: 0.35776 0.69241 1.52720
C: -0.98483 1.21651 1.87091
N: -2.04998 1.60565 2.10503
H: -1.10350 -0.90729 -2.35756
H: 0.47360 -1.54247 -1.80368
H: -1.04983 -2.27895 -1.26031
H: -1.58982 -0.04252 -0.02785
H: 1.04989 1.53813 1.43074
H: 0.71944 0.08706 2.36771
H: 2.67881 0.90723 -1.41842
H: 2.20795 0.59517 -0.93061

Atomic forces in eV per Å
0.16 0.10 -0.13
0.08 -0.13 0.19
-0.45 -0.18 -0.13
0.02 0.06 0.10
-0.91 0.35 0.19
1.16 -0.43 -0.26
0.09 -0.01 0.16
-0.15 0.05 0.08
0.01 0.11 0.04
0.11 0.00 -0.02
-0.15 -0.13 0.01
-0.09 0.16 -0.11
0.02 0.03 0.01
0.11 0.03 -0.12

Properties
- net charge = 0
- DFT total energy (a.u.) = -266.65779
- frontier orbital gap (eV) = 11.47
- spin multiplicity = 1
- LUMO energy (hartree) = 0.0368
- relative energy (zero: lowest compared OMol25 entry of this formula, charge and spin) (kJ/mol) = 168.60

2.
Computed, not measured: C3H8NO2P in the gas phase in a non-equilibrium geometry, with ωB97M-V/def2-TZVPD.

Positions of all 15 atoms, in Å:
C: -1.71551 0.27029 0.25215
C: -1.41645 -0.86649 -0.94293
C: 2.05700 0.48261 -0.57245
N: -0.82357 0.19309 1.32128
O: -0.22484 -1.57988 -0.55713
O: 2.03966 -0.71960 0.19821
P: 0.76963 -1.55994 0.68626
H: -1.48667 1.16113 -0.36306
H: -2.82558 0.23414 0.52893
H: -2.25780 -1.63672 -0.98438
H: -1.02011 -0.49908 -1.89014
H: 1.23276 1.10524 -0.16747
H: 1.75530 0.34425 -1.61398
H: 3.07162 1.00612 -0.56514
H: -1.33908 -0.29925 2.00048

Atomic forces in eV per Å
-0.38 -0.13 -3.03
0.05 -0.97 1.74
-0.51 1.34 -0.06
2.20 -1.05 -0.34
0.38 -1.10 0.23
0.44 -0.13 0.00
-2.36 2.42 -0.08
-0.55 0.18 0.53
1.50 -0.03 -0.44
1.11 1.14 -0.39
-1.34 0.55 -0.22
0.79 0.17 0.06
0.32 -0.58 0.00
-1.43 -0.99 0.39
-0.21 -0.82 1.60

Properties
- net charge = 0
- DFT total energy (a.u.) = -665.62568
- frontier orbital gap (eV) = 8.61
- spin multiplicity = 1
- LUMO energy (hartree) = 0.0171
- relative energy (zero: lowest compared OMol25 entry of this formula, charge and spin) (kJ/mol) = 239.70

3.
Computed, not measured: a molecular structure, C21H31ClNO2P2Ti in a non-equilibrium geometry, with ωB97M-V/def2-TZVPD.

Positions of all 59 atoms, in Å:
C: 3.22710 -2.37299 0.82164
C: 2.21076 -2.52056 -0.26372
H: 3.38403 -3.37453 1.25308
H: 3.01719 -1.67385 1.65141
H: 4.19551 -2.06601 0.38361
O: 2.22529 -3.43708 -1.04374
Cl: 1.07116 1.81628 1.99465
Ti: 0.88869 -0.02621 0.63307
P: -0.06603 -1.99047 1.92301
C: -1.45014 -2.87664 1.14545
C: 0.85161 -3.34200 2.72316
H: 0.11870 -3.92814 3.29031
H: -1.23308 -1.89569 4.02414
H: 1.60841 -2.91857 3.39953
H: -0.22846 -0.42128 3.75762
H: -1.17287 -3.23115 0.14579
H: 1.34917 -3.99483 1.99528
C: -0.91372 -1.14187 3.29390
H: -1.71924 -3.72479 1.78673
H: -1.78552 -0.58604 2.92406
H: -2.30777 -2.20172 1.04194
P: 2.54099 0.48985 -1.20443
C: 2.03383 0.22367 -2.91908
C: 2.58020 2.31109 -1.09971
H: 4.68099 0.09430 -0.17026
H: 4.84662 0.66966 -1.85194
H: 4.40866 -1.03025 -1.52072
C: 4.28556 0.00229 -1.18714
H: 2.70676 2.61899 -0.05380
H: 3.41665 2.66822 -1.71296
H: 2.87919 0.48445 -3.56613
H: 1.17648 0.85634 -3.16752
H: 1.64025 2.74473 -1.46311
H: 1.73969 -0.81728 -3.09018
C: 0.52120 -1.56317 -0.87044
O: -0.21352 -1.94481 -1.76019
C: -4.51567 0.94186 2.12437
C: -4.42529 0.14384 0.98538
C: -3.24370 0.07757 0.24787
C: -2.11563 0.81000 0.67425
C: -2.25050 1.69546 1.75869
C: -3.42834 1.72068 2.49896
N: -0.92186 0.71011 -0.06669
C: -1.00670 1.52659 -1.20830
C: -1.29894 0.96635 -2.46434
C: -1.44288 1.79864 -3.57485
C: -1.29258 3.18526 -3.45524
C: -1.02242 3.74275 -2.20444
C: -0.88490 2.92665 -1.08066
H: -5.44621 0.95380 2.70777
H: -5.27099 -0.45857 0.65990
H: -3.12908 -0.52858 -0.65197
H: -1.38920 2.30980 2.03442
H: -3.50485 2.36653 3.37799
H: -1.36159 -0.12070 -2.54679
H: -1.65428 1.37207 -4.55642
H: -1.36963 3.83559 -4.32849
H: -0.90726 4.81919 -2.08028
H: -0.63182 3.30517 -0.09444

Atomic forces in eV per Å
0.86 0.31 0.85
0.52 -3.22 -2.16
-0.06 0.31 -0.16
-0.20 -0.18 -0.48
-0.55 -0.22 0.04
-0.15 2.20 1.62
0.59 -1.00 -0.21
-1.88 0.94 -0.64
-1.32 -0.47 0.73
0.02 -0.01 -0.52
0.55 0.22 0.03
0.21 0.14 -0.06
0.04 0.20 -0.09
-0.23 -0.26 -0.09
-0.21 -0.21 0.10
-0.18 -0.16 0.32
-0.25 0.11 0.19
0.22 0.22 0.26
0.02 0.19 -0.16
0.24 -0.23 0.04
0.21 -0.14 0.05
0.24 1.23 -0.95
-0.19 -0.37 -0.25
0.17 0.19 0.33
0.09 0.06 -0.19
-0.17 -0.13 0.10
0.00 0.12 -0.09
0.19 -0.15 0.46
0.16 0.03 -0.38
-0.19 0.02 0.11
-0.15 -0.07 0.08
0.17 -0.06 0.12
0.23 -0.23 0.02
0.21 0.16 -0.13
-4.70 -0.16 -4.00
4.69 1.07 4.68
-0.26 -0.17 0.02
0.16 -0.27 -0.28
0.62 0.21 0.15
-1.68 0.23 1.17
0.70 -0.38 0.04
-0.07 0.30 0.09
1.18 -0.51 0.56
0.14 0.83 -1.78
0.38 -0.07 0.16
0.06 0.20 -0.07
0.02 -0.19 0.19
0.13 -0.14 0.38
-0.04 -0.57 -0.04
0.51 0.04 -0.30
0.11 0.19 0.09
-0.32 0.03 0.25
-0.52 -0.21 0.03
0.08 -0.17 -0.37
-0.18 0.45 -0.14
0.02 0.03 0.33
-0.06 -0.28 0.26
-0.03 -0.26 -0.12
-0.15 0.27 -0.20

Properties
- net charge = +2
- DFT total energy (a.u.) = -3015.80772
- frontier orbital gap (alpha / beta) (eV) = 6.68 / 6.14
- <S²> = 1.1990
- spin multiplicity = 2
- LUMO energy (alpha / beta) (hartree) = -0.2929 / -0.3128
- relative energy (zero: lowest compared OMol25 entry of this formula, charge and spin) (kJ/mol) = 99.66

4.
Computed, not measured: 7 unconnected molecules or ions with the total composition C44H43N2O12S in a non-equilibrium geometry, with ωB97M-V/def2-TZVPD.

Positions of all 102 atoms, in Å:
C: -2.93421 -1.23235 -1.36302
C: -1.67853 -1.69821 -0.36066
N: -2.00975 -3.10564 0.08015
C: -1.16817 -3.52601 1.30529
C: -1.74973 -2.74908 2.64624
N: -0.49917 -2.20137 3.36744
C: -0.06918 -0.87066 2.79299
C: -1.35525 -5.14694 1.38217
S: -2.99914 -5.79522 1.93811
C: -4.45092 -4.74578 1.42368
C: -4.85692 -5.01796 -0.17279
H: -3.90856 -1.29066 -0.67547
H: -2.76394 -0.15979 -1.81661
H: -3.05865 -2.07925 -2.15958
H: -1.66523 -0.91354 0.50735
H: -0.70430 -1.65252 -1.04853
H: -1.72682 -3.72284 -0.73999
H: -2.27248 -3.44539 3.42391
H: -2.49514 -1.86788 2.39206
H: -0.85770 -1.96062 4.34067
H: 0.81610 -0.36476 3.40082
H: 0.35175 -1.02628 1.68998
H: -0.93344 -0.08164 2.70444
H: -0.53834 -5.54827 2.14977
H: -1.09885 -5.64950 0.33914
H: -5.44593 -4.91952 2.03294
H: -4.22912 -3.57573 1.49171
H: -4.61369 -6.14743 -0.37798
H: -6.00164 -4.82975 -0.37199
H: -4.21496 -4.36901 -0.92134
C: 1.25077 0.14933 -3.40465
C: 1.38387 1.36597 -3.94169
C: 0.42259 1.87131 -4.94158
O: 0.54477 2.98396 -5.43513
C: -0.69172 0.98126 -5.32359
C: -0.82482 -0.23538 -4.78655
C: 0.13646 -0.74072 -3.78666
O: 0.01428 -1.85337 -3.29312
H: 1.94734 -0.23689 -2.67057
H: 2.19533 2.03100 -3.67136
H: -1.38829 1.36748 -6.05767
H: -1.63628 -0.90041 -5.05688
C: -2.19958 -6.58082 -3.83934
C: -2.06648 -5.36419 -4.37638
C: -3.02775 -4.85884 -5.37627
O: -2.90557 -3.74619 -5.86981
C: -4.14206 -5.74889 -5.75828
C: -4.27516 -6.96553 -5.22124
C: -3.31389 -7.47087 -4.22134
O: -3.43607 -8.58353 -3.72780
H: -1.50300 -6.96704 -3.10526
H: -1.25502 -4.69915 -4.10605
H: -4.83864 -5.36267 -6.49236
H: -5.08662 -7.63056 -5.49156
C: 3.00664 5.29035 -0.71605
C: 3.13974 6.50699 -1.25309
C: 2.17847 7.01233 -2.25298
O: 2.30065 8.12499 -2.74652
C: 1.06416 6.12228 -2.63499
C: 0.93106 4.90565 -2.09795
C: 1.89233 4.40031 -1.09806
O: 1.77015 3.28765 -0.60452
H: 3.70322 4.90413 0.01803
H: 3.95120 7.17202 -0.98276
H: 0.36758 6.50850 -3.36907
H: 0.11960 4.24061 -2.36828
C: -3.06879 3.22276 2.69828
C: -3.61433 4.05629 3.58932
C: -4.53816 3.56620 4.63122
O: -5.03950 4.32870 5.44593
C: -4.83433 2.11993 4.65130
C: -4.28880 1.28641 3.76026
C: -3.36496 1.77650 2.71836
O: -2.86362 1.01400 1.90365
H: -2.38986 3.56592 1.92721
H: -3.40648 5.11959 3.58823
H: -5.51326 1.77678 5.42237
H: -4.49664 0.22310 3.76135
C: 7.99404 4.69988 -1.95103
C: 6.98758 5.22202 -1.24340
C: 6.65005 6.65622 -1.33485
O: 5.73030 7.13537 -0.68602
C: 7.46629 7.49024 -2.23926
C: 8.47275 6.96810 -2.94688
C: 8.81029 5.53390 -2.85544
O: 9.73004 5.05475 -3.50426
H: 8.25529 3.65019 -1.89503
H: 6.37909 4.62334 -0.57622
H: 7.20505 8.53994 -2.29525
H: 9.08125 7.56679 -3.61406
C: 2.51166 -1.81292 8.13487
C: 3.76559 -1.41772 7.89446
C: 4.18483 -0.97506 6.55003
O: 5.33283 -0.61508 6.32862
C: 3.16490 -0.98449 5.48258
C: 1.91097 -1.37968 5.72299
C: 1.49172 -1.82234 7.06742
O: 0.34373 -2.18232 7.28883
H: 2.18786 -2.14127 9.11497
H: 4.52511 -1.40439 8.66697
H: 3.48870 -0.65614 4.50248
H: 1.15145 -1.39301 4.95048

Atomic forces in eV per Å
0.06 -0.80 1.32
-1.05 0.72 -1.80
1.57 0.81 -0.26
-2.14 -0.99 0.24
0.84 -0.49 -0.74
-1.50 1.77 0.96
0.70 0.67 -1.28
2.14 1.62 -0.60
-1.19 -0.31 0.69
-1.02 2.18 -2.14
0.28 -0.46 0.14
2.01 0.42 -1.63
-0.44 -2.17 0.76
0.25 1.80 1.13
0.22 -1.82 -1.56
-1.70 0.00 1.81
-0.36 0.97 1.52
0.86 1.00 -1.38
1.33 -1.60 0.25
0.58 -0.40 -1.34
-1.84 -1.11 -1.12
-0.96 0.12 2.37
1.47 -1.41 0.23
-2.10 0.62 -1.41
-0.48 1.18 2.01
2.40 -0.18 -0.75
-0.19 -2.63 0.04
-0.61 2.09 0.26
2.19 -0.28 0.41
-1.27 -1.21 1.74
0.14 0.20 -0.03
0.02 -0.20 0.11
0.02 0.31 -0.15
-0.03 -0.20 0.14
-0.05 -0.19 0.06
-0.11 0.17 -0.12
-0.08 -0.54 0.21
0.12 0.40 -0.27
-0.07 -0.01 0.03
-0.03 0.01 -0.01
0.03 0.02 0.01
0.02 -0.05 0.04
0.19 0.37 -0.06
0.17 -0.30 0.27
0.18 0.80 -0.22
-0.12 -0.66 0.22
-0.25 -0.44 0.03
-0.16 0.37 -0.32
0.00 -0.79 0.50
0.04 0.68 -0.40
-0.06 0.00 0.01
-0.04 0.06 0.01
0.03 0.03 0.02
0.03 0.00 0.04
0.16 0.39 -0.14
-0.13 -0.12 0.23
-0.02 0.57 -0.31
-0.06 -0.60 0.27
-0.26 -0.37 0.01
-0.18 0.35 -0.30
-0.03 -0.81 0.39
0.09 0.68 -0.34
-0.02 0.01 0.02
-0.52 -0.13 -0.09
0.03 -0.01 0.00
0.04 -0.01 0.01
-0.03 0.33 0.16
0.19 -0.08 -0.27
-0.27 0.35 0.44
0.21 -0.29 -0.34
0.07 -0.27 -0.16
-0.22 0.05 0.27
0.32 -0.55 -0.56
-0.37 0.52 0.43
0.00 -0.06 0.00
-0.03 -0.03 0.03
0.02 0.04 0.00
0.06 0.01 -0.04
-0.30 -0.04 0.26
0.19 -0.24 -0.09
-0.32 0.20 0.28
1.24 -0.15 -0.07
0.25 0.04 -0.25
-0.24 0.31 0.13
0.64 -0.35 -0.46
-0.54 0.30 0.39
0.01 0.03 -0.03
0.01 0.03 -0.02
-0.03 -0.03 0.02
0.00 -0.05 0.02
0.49 0.07 0.21
-0.36 -0.18 0.33
0.65 0.24 -0.38
-0.57 -0.19 0.22
-0.36 -0.08 0.01
0.23 0.16 -0.26
-0.88 -0.27 0.00
0.78 0.28 -0.04
-0.02 0.00 -0.02
0.01 0.01 -0.04
0.00 -0.02 0.01
0.09 -0.17 0.10

Properties
- net charge = -1
- DFT total energy (a.u.) = -3112.60902
- frontier orbital gap (eV) = 1.10
- spin multiplicity = 1
- LUMO energy (hartree) = -0.0286